Molecular formula: C19H18Br2FNaO8P2S
Method: DFT, ωB97M-V/def2-TZVPD

Values from the calculation:
net charge = -2
relative energy (zero: lowest compared OMol25 entry of this formula, charge and spin) = 1.3125 eV
maximum force = 0.995 eV Å⁻¹
total energy = -213015.272 eV

The geometry in XYZ format:
```
52
C19H18Br2FNaO8P2S (ωB97M-V/def2-TZVPD)
H -0.73494 -3.01953 0.53735
H 0.31831 2.46922 3.17173
O 2.47797 -4.35094 -0.83651
O 3.68506 -2.21044 -0.11488
C -4.45683 3.64437 0.20261
C 4.31408 3.62328 1.42813
H 3.56077 6.79759 0.50896
H 1.38999 5.72280 0.03068
C -3.01043 2.25298 1.46650
C -1.85856 5.56760 2.38424
H -2.64743 1.69487 -1.80502
C -0.40551 3.81201 1.67796
Br -1.81497 -1.66215 2.28887
O 3.05584 -0.31495 1.49314
C -0.27769 3.35090 2.97938
C 3.09471 3.01096 1.17273
H -2.26955 5.63164 4.48377
C -1.78262 -2.80517 0.74144
P 2.28134 -2.90961 -0.62175
C 2.05444 3.78432 0.68069
H -2.49611 6.40911 2.15093
H 4.12240 0.20676 -1.58706
F -5.43458 4.62350 0.13247
C 3.42997 5.73866 0.69468
C -1.19639 4.90485 1.36428
H 5.13107 3.01842 1.79755
C -4.00038 3.23061 1.43782
H -2.38780 -3.67527 0.96982
C -0.95032 4.01641 3.98739
H -4.34231 3.44562 -1.91690
Br -2.53989 -1.96773 -0.81654
C -3.96305 3.10033 -0.96174
Na 1.11931 -0.40791 0.64888
C -2.98457 2.11469 -0.85871
C -2.43330 1.62411 0.34370
H -2.67944 1.95930 2.46423
O 1.18043 -2.40318 0.26653
H 2.26483 -1.25431 -2.00668
H -0.87425 3.66205 5.00681
C -1.73340 5.12561 3.69151
P 3.98723 -0.70031 0.39114
H -4.40410 3.67713 2.33840
O 3.42661 0.15895 -0.92278
S 0.47049 2.96952 0.36659
H 5.43397 5.45102 1.40278
H -1.33100 5.19929 0.33219
C 4.48029 4.97983 1.19852
O 5.45227 -0.52455 0.49222
H 2.95786 1.94905 1.33390
O 2.13755 -2.21202 -2.08385
O 0.70272 1.58888 0.83561
C 2.21160 5.13965 0.42692
```

Molecular formula: C4H5NO2
Method: DFT, ωB97M-V/def2-TZVPD

Values from the calculation:
relative energy (zero: lowest compared OMol25 entry of this formula, charge and spin) = 1.9878 eV
maximum force = 0.691 eV Å⁻¹
total energy = -9812.327 eV
SMILES = [H]/N=C(\C)[C@@H]1OC1=O

The geometry in XYZ format:
```
12
C4H5NO2 (ωB97M-V/def2-TZVPD)
H -0.15382 1.76371 0.38089
N 0.77281 -1.32529 -0.39221
H 0.32030 -2.12507 -0.83823
O 1.91853 1.21845 0.04913
H -2.05433 -1.08619 -0.03659
H -1.59784 -0.68799 -1.69914
C -0.04336 -0.36410 -0.25035
C -1.49906 -0.37462 -0.65459
O 2.18072 0.65095 2.32320
C 0.49133 0.88666 0.38306
H -1.97312 0.60420 -0.54832
C 1.63783 0.83930 1.28315
```

Molecular formula: C3H3DyLiO2
Method: DFT, ωB97M-V/def2-TZVPD

Values from the calculation:
net charge = +3
relative energy (zero: lowest compared OMol25 entry of this formula, charge and spin) = 3.2721 eV
spin multiplicity = 6
maximum force = 7.288 eV Å⁻¹
total energy = -31505.539 eV

The geometry in XYZ format:
```
10
C3H3DyLiO2 (ωB97M-V/def2-TZVPD)
C -1.34932 1.25442 -0.37136
H 0.88975 -1.77337 0.70785
O -1.54808 0.04717 -0.01801
H -0.74098 -1.95422 -0.63346
O 1.33425 0.30189 0.32222
H -2.33490 1.72782 -0.50237
C -0.62269 -1.07799 -0.00878
Dy 0.75218 2.39009 -0.21343
Li 3.12021 -0.23450 0.10958
C 0.49959 -0.68132 0.60776
```

Molecular formula: C5H8KMgO3
Method: DFT, ωB97M-V/def2-TZVPD

Values from the calculation:
net charge = +2
relative energy (zero: lowest compared OMol25 entry of this formula, charge and spin) = 1.3737 eV
spin multiplicity = 2
maximum force = 3.156 eV Å⁻¹
total energy = -33209.328 eV

The geometry in XYZ format:
```
18
C5H8KMgO3 (ωB97M-V/def2-TZVPD)
Mg -0.40600 1.31708 -2.60604
O -0.35832 -0.12737 1.28830
H -2.77652 -0.93665 2.22884
C -2.29276 -1.52749 1.44025
H 2.07883 1.01867 -3.97995
H -3.08175 -2.00499 0.84380
H -1.67211 -2.30012 1.91218
O 1.36587 1.16113 1.49993
H 2.75394 -0.34050 -1.52205
H 2.76511 1.52177 -1.33097
C 0.53158 0.68795 0.72500
C 1.66097 0.77933 -2.99725
H -1.07777 -1.20111 -0.32188
H -2.07449 0.21487 0.19307
C -1.47660 -0.64072 0.53384
C 2.28814 0.62918 -1.76124
O 0.51648 0.79120 -0.54965
K 1.25541 0.95776 4.40382
```

Molecular formula: C3H29N2O9
Method: DFT, ωB97M-V/def2-TZVPD

Values from the calculation:
net charge = +1
relative energy (zero: lowest compared OMol25 entry of this formula, charge and spin) = 2.7681 eV
maximum force = 1.463 eV Å⁻¹
total energy = -24983.142 eV

The geometry in XYZ format:
```
43
C3H29N2O9 (ωB97M-V/def2-TZVPD)
H -3.45180 0.72585 -0.32924
O -1.12820 -0.25756 -4.28703
H -0.78881 0.53524 -4.71695
H 0.63647 -1.71320 1.10871
H 3.06228 1.55187 2.11464
O 2.37639 3.66738 -1.80217
H -2.26924 -1.48235 1.18798
C -0.40711 -0.68911 -0.34624
H -1.35641 2.69245 1.80990
H -1.50090 -1.27778 2.71382
H -2.38842 -0.01688 -2.43287
H 1.63523 3.97886 -2.32515
H 1.31460 0.22617 -1.27135
O -3.42583 0.84741 0.64339
H 0.70466 -2.44465 -3.99984
H -1.44113 -0.39406 -0.46311
O 1.19158 -3.54987 1.45626
H -1.67088 -0.68837 -4.95889
H 2.84540 -1.12441 3.25625
H 2.25401 2.72594 -1.65938
H -0.15859 1.08213 -1.50969
H 0.58768 -3.71979 0.71901
H 0.11084 -0.28588 1.67090
H -4.11465 1.48661 0.84734
H 2.44686 0.14699 3.75980
O 0.82112 -2.74333 -3.09502
H 0.01411 2.01273 0.65889
H 1.71367 -4.36172 1.39624
N 0.79060 1.46973 0.30972
H -0.22035 -1.63885 -0.83702
N -0.16741 -1.08345 1.09639
H 4.28135 2.22563 1.49441
H -1.02339 2.50006 3.33900
O 2.03278 -0.59528 3.28600
H 1.15975 0.95967 1.10202
C -1.35695 -1.71714 1.72755
O 3.80210 2.12868 2.32334
C 0.41114 0.55820 -0.74803
O -0.68883 2.41798 2.44423
H -2.98589 1.44308 -2.61074
H 0.35430 -3.57095 -2.96555
O -2.74164 0.75908 -1.98398
H -1.26049 -2.78714 1.87644
```

Molecular formula: C23H47FINO6
Method: DFT, ωB97M-V/def2-TZVPD

Values from the calculation:
relative energy (zero: lowest compared OMol25 entry of this formula, charge and spin) = 0.0000 eV
maximum force = 1.362 eV Å⁻¹
total energy = -49204.410 eV
SMILES = CCOCC[C@H](O[C@H](I)[C@H](COC)OCCCCCCN)[C@@H](C)F.CC(C)=O.CC(C)=O

The geometry in XYZ format:
```
79
C23H47FINO6 (ωB97M-V/def2-TZVPD)
H 5.66065 2.24834 -2.57454
C -3.47344 1.52255 0.59192
H 3.83814 2.72506 -5.59791
H -0.87787 2.08599 2.66718
H -5.03362 -4.80678 -1.13420
C -2.39946 2.29417 1.37480
H 5.73916 -0.41078 1.03105
H 1.44935 -0.32622 -4.06877
H 4.38417 2.88608 -1.52235
O 5.20683 0.33830 -0.81529
O -2.05492 -4.54689 -0.38775
H -1.18790 1.30697 -3.69225
H -2.19157 -1.01597 -1.42105
H 1.60599 -0.83129 0.81873
H -4.40551 1.53304 1.15781
H -3.14869 2.33482 4.18523
H -5.51769 3.50421 6.93894
O -5.45565 3.25363 3.86716
H 4.78884 -2.52207 0.77418
C -3.09561 0.10166 0.14541
C -1.42896 0.96755 -1.57795
C -3.45980 2.84961 5.09214
H 0.74192 -0.67650 -1.25967
C 2.96763 0.78352 -3.10257
H 5.06360 -2.07671 -0.89430
H -4.82966 5.01644 6.31670
H -1.75504 2.80783 0.64753
C 4.87584 -0.38255 0.35316
H -0.68118 0.82948 -0.78969
H 6.02486 3.52105 -1.40712
H -4.00756 -0.50129 0.19212
C -4.38849 -4.13590 -0.56469
H -4.95278 -3.73959 0.28117
C -5.45204 4.15589 6.06623
O 0.64652 1.13732 -2.82379
H -0.95112 0.86899 1.64458
C 5.43899 2.61422 -1.57226
H 6.90190 1.45349 -0.53493
H -2.38657 -0.38549 0.81442
N -1.53967 1.44936 2.23239
O 2.76828 -1.11011 -1.42858
H -0.79456 -0.33794 -3.21586
H 3.72511 0.06548 -3.41426
C 1.09452 -2.90310 1.10411
I 0.78199 -2.82642 -2.95148
H 3.81868 0.93474 -5.61320
F 2.91016 -1.72389 2.02390
H -4.02342 -6.81076 0.31968
H -2.82721 3.08371 1.99180
H -3.94261 -5.74234 1.73385
C 1.50134 -0.98226 -1.97840
C 3.93095 1.82742 -4.98992
H -3.40808 0.13460 -2.01084
H 0.14602 -2.67743 0.63358
H -3.44642 2.14318 5.92341
H -2.46457 -6.50875 1.11522
C 4.49100 -1.81784 0.00334
H 2.92080 -3.06039 -0.69641
H -4.07573 -3.31260 -1.20347
C 1.58239 0.12572 -3.08094
H 0.97110 -3.02674 2.17991
C -2.58354 0.00094 -1.30873
H 4.91927 1.83058 -4.51619
C 3.01421 -2.02011 -0.37414
H 1.46122 -3.85773 0.72471
H -2.76134 3.66274 5.29980
H 3.21798 1.17650 -2.11891
H -3.67162 2.10347 -0.31381
C -3.17314 -4.88230 -0.07204
C -4.85053 3.40373 4.90323
C 5.81244 1.58797 -0.52013
H -1.73911 2.01170 -1.55956
C -3.41629 -6.06399 0.83377
C 2.11384 -1.79723 0.86779
O 2.91103 1.88313 -4.00849
H -6.44891 4.50032 5.80096
H 4.06176 0.11004 0.89852
C -0.71202 0.70650 -2.90961
H 5.52540 1.93792 0.47566
```